# 1
Entry from OMol25: a cluster of 3 separate species, C4H7FN2O in total (ωB97M-V/def2-TZVPD).

As for the net charge: 0. For the calculated total energy, the calculation gives -11997.43953 eV. As for the spin multiplicity: 1. As for the LUMO energy: -0.753 eV. The orbital gap comes out at 0.3305 Ha.

```
15
C4H7FN2O, DFT ωB97M-V/def2-TZVPD
C 0.65 0.00 -0.47
C -0.40 -1.09 -0.89
C -1.11 0.51 1.09
C -0.07 1.07 0.08
H 2.81 0.11 -0.17
H 1.58 -2.01 0.45
H 1.16 0.48 -1.38
H -0.05 -1.71 -1.80
H -0.45 -0.36 1.55
H -1.56 1.34 1.82
H 0.46 1.96 0.35
N 1.55 -0.37 0.60
N -1.61 -1.22 -0.43
O -2.15 -0.28 0.29
F -0.82 1.58 -1.10
```

Results of the Löwdin charge analysis, in e, for atoms 1 through 5: C -0.587; C -0.101; C -0.033; C -0.307; H 0.238

# 2
Entry from OMol25: the molecule C4H7FN2O (ωB97M-V/def2-TZVPD).

As for the net charge: 0. For the calculated total energy, the calculation gives -12003.75232 eV. As for the spin multiplicity: 1. As for the LUMO energy: 0.577 eV. As for the SMILES: C/C(CF)=N/NC=O. The orbital gap comes out at 0.3554 Ha.

```
15
C4H7FN2O, DFT ωB97M-V/def2-TZVPD
C -0.14 1.64 1.40
C -0.15 0.71 0.25
C -1.23 0.73 -0.89
F -0.96 -0.13 -1.95
N 0.71 -0.29 0.39
N 0.58 -1.42 -0.42
C 1.45 -2.47 -0.30
O 1.47 -3.33 -1.25
H -1.04 1.34 2.14
H 0.88 1.77 2.10
H -0.28 2.66 1.05
H -0.96 1.68 -1.37
H -2.30 0.77 -0.49
H 0.24 -1.19 -1.41
H 1.75 -2.48 0.76
```

Results of the Löwdin charge analysis, in e, for atoms 1 through 5: C -0.094; C -0.321; C -0.108; F -0.062; N 0.070

# 3
Entry from OMol25: the molecule C4H7FO (ωB97M-V/def2-TZVPD).

As for the net charge: 0. For the calculated total energy, the calculation gives -9021.89362 eV. As for the spin multiplicity: 1. As for the LUMO energy (alpha / beta): 0.641 / -0.219 eV. The orbital gap (alpha / beta) comes out at 0.3457 / 0.2722 Ha.

```
13
C4H7FO, DFT ωB97M-V/def2-TZVPD
C 0.55 0.30 -0.59
C 0.16 -0.80 0.46
C -0.65 0.96 -1.25
C 0.19 -0.46 1.90
O -0.97 0.55 -2.53
F 1.47 -0.38 2.36
H 1.07 1.04 -0.07
H 1.08 -0.23 -1.30
H -0.70 -1.40 0.05
H -1.55 1.10 -0.58
H -0.38 -1.38 2.40
H -0.19 0.53 2.09
H -0.08 0.16 -2.95
```

Results of the Löwdin charge analysis, in e, for atoms 1 through 5: C -0.221; C -0.034; C -0.167; C -0.284; O -0.060